[1]
Here is an isolated ion of composition C3H9N2O and charge +1 in a non-equilibrium geometry from the OMol25 dataset. Energies are from ωB97M-V/def2-TZVPD.

XYZ file:
```
15
Properties=species:S:1:pos:R:3:lowdin_charge:R:1
C -1.6004 0.1095 -0.0928 -0.03
C -0.3494 -0.3584 0.6584 -0.26
O -0.4890 -1.8065 0.9615 -0.02
C 0.9040 0.2409 -0.1714 -0.29
N 1.0649 1.5343 -0.2176 0.23
N 1.6820 -0.6373 -0.7379 0.25
H -1.5958 -0.2767 -1.1088 0.10
H -1.6841 1.1918 -0.1266 0.08
H -2.4908 -0.2685 0.4054 0.09
H -0.2807 0.1489 1.6325 0.15
H -1.4200 -1.9754 1.1347 0.09
H 0.4409 2.1699 0.2572 0.15
H 1.8374 1.9428 -0.7299 0.15
H 1.4824 -1.6189 -0.5803 0.15
H 2.4988 -0.3965 -1.2846 0.15
```

Results
Electronic energy (eV): -8278.241
HOMO-LUMO gap (eV): 11.878
E_HOMO (eV): -15.2
Total charge: +1
SMILES string: C[C@@H](O)C(N)=[NH2+]


[2]
Here is an isolated ion of composition C4H12N3 and charge +1 in a non-equilibrium geometry from the OMol25 dataset. Energies are from ωB97M-V/def2-TZVPD.

XYZ file:
```
19
Properties=species:S:1:pos:R:3:lowdin_charge:R:1
C 0.9554 2.0783 -2.7088 0.01
C 0.3301 1.7424 -1.3960 -0.03
N 0.8649 0.9610 -0.5430 0.05
N 0.1651 0.2894 0.4371 0.00
C 0.4442 -1.0184 1.2896 -0.19
N -0.6341 -1.5733 2.0598 -0.12
C -1.7836 -2.1158 1.3590 -0.15
H 0.3936 1.9221 -3.5415 0.07
H 1.3674 3.0687 -2.6737 0.10
H 1.9363 1.6264 -2.7584 0.09
H -0.7224 1.7971 -1.1410 0.15
H 1.8208 0.6847 -0.5922 0.18
H -0.8588 0.2765 0.2831 0.13
H 0.8911 -1.7107 0.4741 0.14
H 1.2818 -0.7414 2.0369 0.14
H -0.9470 -1.2351 3.0284 0.17
H -1.9956 -3.1839 1.7239 0.10
H -2.7540 -1.5548 1.6047 0.10
H -1.6983 -2.2167 0.2959 0.06
```

Results
Electronic energy (eV): -8803.132
HOMO-LUMO gap (eV): 8.761
E_HOMO (eV): -13.0
Total charge: +1
SMILES string: C/C=[NH+]/NCNC


[3]
Here is C28H30BMnN2O7S2 as an isolated structure from the OMol25 dataset. Energies are from ωB97M-V/def2-TZVPD.

XYZ file:
```
71
Properties=species:S:1:pos:R:3:lowdin_spin:R:1
Mn 0.2758 0.4035 -0.0411 3.06
C 4.9213 4.3893 0.2981 0.00
C 3.7968 3.6425 0.9590 0.00
C 4.0325 2.4503 1.6450 0.00
C 2.9986 1.7545 2.2477 0.00
C 1.7081 2.2587 2.1659 0.01
C 1.4519 3.4605 1.5165 0.01
C 2.4956 4.1380 0.9070 0.00
S 0.4017 1.4181 2.9987 0.01
O 0.9429 0.8424 4.1954 0.00
O -0.7014 2.3474 3.1154 0.00
N 0.0044 0.2489 1.9311 0.02
C -0.8305 -0.7959 2.3543 0.00
C -1.3585 -0.9823 3.6147 0.01
C -2.1580 -2.1054 3.9030 0.00
C -2.4367 -3.0442 2.9508 0.01
C -1.9293 -2.8728 1.6467 0.00
C -2.1794 -3.7970 0.6122 0.01
C -1.6662 -3.5749 -0.6306 0.00
C -0.9149 -2.4158 -0.8549 0.01
N -0.6550 -1.5159 0.0767 0.02
C -1.1382 -1.7441 1.3420 0.00
H 5.8922 3.9934 0.5907 0.00
H 4.8943 5.4480 0.5553 0.00
H 4.8409 4.3235 -0.7893 0.00
H 5.0450 2.0731 1.7259 0.00
H 3.1842 0.8382 2.7915 0.00
H 0.4522 3.8712 1.5280 0.00
H 2.3016 5.0800 0.4084 0.00
H -1.1424 -0.2819 4.4065 0.00
H -2.5438 -2.2176 4.9072 0.00
H -3.0402 -3.9143 3.1714 0.00
H -2.7769 -4.6750 0.8242 0.00
H -1.8287 -4.2632 -1.4470 0.00
H -0.5075 -2.2406 -1.8382 0.00
O -0.5668 0.7226 -3.0001 -0.01
B 0.2948 0.0989 -2.1316 -0.08
O 1.1003 -0.8297 -2.7713 -0.02
C 0.6928 -0.7963 -4.0977 0.00
C 1.1554 -1.5394 -5.1576 0.00
C 0.5511 -1.2929 -6.3885 0.00
C -0.4630 -0.3491 -6.5261 0.00
C -0.9219 0.3930 -5.4399 0.00
C -0.3136 0.1404 -4.2339 0.00
H 1.9420 -2.2712 -5.0390 0.00
H 0.8780 -1.8486 -7.2563 0.00
H -0.9059 -0.1885 -7.4991 0.00
H -1.7101 1.1261 -5.5359 0.00
C 3.9724 1.3642 -1.8250 -0.01
O 2.5427 1.6583 -1.7215 -0.02
C 1.8618 0.9091 -0.9327 -0.08
O 2.2415 0.0328 -0.1555 -0.01
H 4.3793 2.1492 -2.4509 0.00
H 4.0899 0.3892 -2.2916 0.00
H 4.4098 1.3780 -0.8315 0.00
C -1.9445 4.0704 -1.9654 0.00
C -2.8386 3.4571 -0.8989 0.00
S -1.8516 2.6488 0.3662 0.01
O -1.2636 1.4670 -0.4502 0.04
C -3.1546 1.9040 1.3545 0.00
C -3.7697 2.9315 2.2945 0.00
H -2.5646 4.5607 -2.7145 0.00
H -1.3534 3.2999 -2.4599 0.00
H -1.2744 4.8180 -1.5408 0.00
H -3.5008 2.6922 -1.3087 0.00
H -3.4372 4.2033 -0.3749 0.00
H -2.6392 1.1212 1.9111 0.00
H -3.8683 1.4534 0.6635 0.00
H -3.0151 3.3415 2.9633 0.00
H -4.5262 2.4366 2.9022 0.00
H -4.2628 3.7414 1.7578 0.00
```

Results
Expectation value of S²: 3.885
Electronic energy (eV): -100498.736
HOMO-LUMO gap (spin up / spin down) (eV): 6.905 / 7.541
Spin multiplicity: 4
E_HOMO (spin up / spin down) (eV): -10.5 / -10.6
Total charge: +1


[4]
Here is C13H17IN2OSn as an isolated structure in a non-equilibrium geometry from the OMol25 dataset. Energies are from ωB97M-V/def2-TZVPD.

XYZ file:
```
35
Properties=species:S:1:pos:R:3:lowdin_charge:R:1
C 0.4629 1.6700 2.1837 -0.28
C 0.5202 -1.5871 2.2206 -0.32
H 1.2933 2.2728 1.8002 -0.03
H 0.6113 1.2766 3.1925 -0.01
H -0.4683 2.2498 2.1291 0.00
H 0.9992 -2.4207 1.6999 -0.03
H 1.1650 -1.1901 3.0056 0.01
H -0.4666 -1.8877 2.5817 -0.01
C 0.1010 2.7107 -0.9546 -0.08
C 0.1995 3.4970 -2.0996 -0.01
C 0.0845 2.8866 -3.3497 -0.02
C -0.1046 1.5078 -3.4170 0.02
H 0.2053 3.1300 0.0429 0.11
H 0.3647 4.5629 -1.9847 0.12
H 0.1407 3.4764 -4.2619 0.12
H -0.1902 0.9721 -4.3607 0.11
N -0.1008 1.3828 -1.0310 -0.03
C -0.1957 0.7575 -2.2378 -0.19
C -0.3634 -0.7001 -2.1961 -0.19
N -0.4107 -1.2694 -0.9574 -0.03
C -0.5566 -2.6017 -0.8038 -0.07
C -0.5942 -2.8918 -3.1866 -0.02
C -0.6608 -3.4454 -1.9058 -0.01
H -0.5688 -2.9663 0.2201 0.12
H -0.7810 -4.5080 -1.7292 0.12
C -0.4646 -1.5115 -3.3317 0.02
H -0.4323 -1.0285 -4.3045 0.11
H -0.6547 -3.5330 -4.0609 0.12
Sn 0.1571 0.0276 0.7682 0.91
I 2.8708 -0.0704 0.3549 0.23
C -0.3976 -0.1675 5.2319 -0.43
O -1.0424 -0.1203 4.0255 -0.47
H -1.1641 0.1487 5.9452 0.04
H 0.4533 0.5356 5.2560 0.03
H -0.0111 -1.1653 5.5150 0.04
```

Results
Electronic energy (eV): -32712.666
HOMO-LUMO gap (spin up / spin down) (eV): 2.638 / 2.639
E_HOMO (spin up / spin down) (eV): -4.8 / -4.8